Entry 1:
The following is a DFT calculation (ωB97M-V with the def2-TZVPD basis set) of a structure of composition C35H59F2NO4PSiW.

Element x y z (Å)
H: 5.699 -1.757 0.462
H: 3.625 -1.716 3.081
H: -0.082 -0.970 2.074
H: -1.527 5.825 3.692
N: -0.921 1.196 -0.562
H: 4.852 -3.021 -0.454
C: -0.978 -1.910 -5.381
H: 4.935 -1.286 -3.210
C: 1.717 -3.535 3.545
H: 0.966 -4.271 3.256
H: -3.460 2.610 3.386
C: 0.136 -1.782 2.794
C: 1.185 1.632 -2.549
C: -5.446 4.713 -0.878
P: -1.529 2.424 1.948
C: 4.062 -1.383 -2.564
H: -2.214 -0.973 0.206
H: -0.305 -3.781 0.298
H: -4.160 3.453 -2.906
H: -0.546 -2.595 2.543
C: 4.438 -1.018 -1.130
H: 2.703 -3.978 3.411
H: 3.273 -0.721 -2.925
C: -2.729 -0.993 -0.758
H: -0.038 -1.867 -5.931
H: 0.156 5.743 1.718
C: -2.488 2.728 0.470
C: -0.817 0.334 -1.718
C: 1.878 -5.171 -0.674
H: -1.339 5.362 0.859
H: 4.423 1.103 -1.536
H: -2.859 5.125 2.785
C: 0.081 -0.184 -3.882
C: -0.960 4.095 2.575
H: 1.954 -4.417 -3.290
F: 2.781 1.637 0.982
H: -5.734 5.082 0.105
H: -1.215 0.772 4.391
H: -6.291 4.172 -1.305
F: 0.698 1.131 2.927
H: 1.588 -3.285 4.598
H: -3.967 0.776 1.777
H: -3.531 -0.252 -0.725
C: 0.951 -4.384 -2.864
H: -0.101 3.856 3.210
O: 3.266 -0.918 -0.297
C: -3.702 3.239 -1.947
C: -0.367 -4.056 -0.759
C: -2.616 2.392 -1.898
C: 2.635 -1.262 3.139
O: 1.660 -2.815 -1.251
C: 1.673 2.377 0.663
C: -0.882 -1.167 -4.078
C: -0.483 4.929 1.378
H: -2.241 1.945 -2.810
H: -5.248 5.569 -1.524
W: 0.279 0.926 1.085
H: 0.740 2.603 -2.322
C: -1.985 1.530 4.540
H: -1.500 2.422 4.939
H: -0.859 -5.025 -0.838
H: 1.782 1.727 -3.455
H: 1.956 -4.955 0.389
H: 0.395 -3.584 -3.355
C: -4.237 3.823 -0.796
H: -4.165 0.216 3.439
C: -3.607 3.555 0.407
H: 5.322 0.649 -0.076
H: -1.246 -2.955 -5.226
H: -2.518 -2.203 -3.170
C: 5.372 -2.064 -0.533
O: 1.869 -2.670 1.339
H: 1.427 -6.154 -0.808
C: -1.759 -0.688 -1.869
C: 1.029 -4.109 -1.367
C: 0.131 0.573 -2.719
H: 3.693 -2.405 -2.616
H: 6.017 0.344 -1.680
C: -2.726 1.817 3.233
Si: 1.935 -1.795 -0.045
H: -3.179 -1.975 -0.894
H: 0.070 4.326 0.659
H: 6.249 -2.190 -1.168
C: 5.093 0.360 -1.102
H: -0.963 -3.312 -1.283
H: 2.046 3.315 0.265
H: 2.449 -0.948 4.165
H: -0.071 -1.438 3.806
H: 0.798 0.015 -4.671
C: -3.437 0.569 2.708
C: -1.988 2.099 -0.678
H: -2.683 1.163 5.293
H: 2.645 -0.393 2.492
H: -2.722 -0.239 2.525
O: 0.827 -0.579 0.172
H: -3.998 3.986 1.322
H: -1.754 -1.461 -6.005
H: 0.454 -5.336 -3.048
H: -2.308 4.363 4.287
C: 1.596 -2.284 2.684
C: -1.779 -1.418 -3.048
H: 2.883 -5.186 -1.099
C: -1.983 4.882 3.387
H: 1.849 1.349 -1.731

**Multiplicity**: 3
**Energy above the lowest of the compared OMol25 structures with the same formula, charge and spin**: 25.6 kcal per mole
**⟨S²⟩**: 2.0168
**HOMO level (spin up / spin down)**: -10.41 / -10.84 eV
**Charge**: +1

Here are the Mulliken charges for atoms 1 to 6, given in e: atom 1 (H): 0.314, atom 2 (H): 0.427, atom 3 (H): 0.254, atom 4 (H): 0.467, atom 5 (N): 0.855, atom 6 (H): 0.200

***

Entry 2:
The following is a DFT calculation (ωB97M-V with the def2-TZVPD basis set) of the molecule C4H7NO.

Element x y z (Å)
C: -0.738 -0.332 -0.697
C: 0.520 0.690 1.095
H: -1.489 -0.250 1.468
H: 1.268 -0.289 -1.517
O: 0.964 1.230 -0.144
N: -0.542 -1.494 0.091
H: 0.093 -2.252 0.051
C: 0.486 0.425 -1.213
H: 0.269 1.088 -2.059
H: 0.134 1.521 1.703
C: -0.631 -0.269 0.802
H: -1.693 -0.295 -1.215
H: 1.359 0.226 1.633

**Energy above the lowest of the compared OMol25 structures with the same formula, charge and spin**: 63.2 kcal per mole
**HOMO level**: -9.01 eV
**SMILES**: C1OC[C@H]2N[C@@H]12

Here are the natural (NBO) charges for atoms 1 to 6, given in e: atom 1 (C): -0.085, atom 2 (C): -0.092, atom 3 (H): 0.200, atom 4 (H): 0.167, atom 5 (O): -0.525, atom 6 (N): -0.637

***

| no. | DFT total energy (eV) | molecular weight (g/mol) | largest force on an atom (eV/Å) |
| --- | --- | --- | --- |
| 1 | -71360.5823 | 838.8 | 1.76 |
| 2 | -7796.9044 | 85.1 | 1.28 |